112
Properties=species:S:1:pos:R:3:forces:R:3 method="wB97M-V/def2-TZVPD" e_lumo_ev=4.0 relative_energy_kcal_mol=6.7 e_homo_ev=-3.26 total_energy_ha=-3708.09046 total_charge=-2
La -0.6287 -0.2082 0.0243 0.90 0.35 -0.11
O -0.4344 1.5943 -1.5270 0.10 0.08 0.10
C -0.9027 2.8679 -1.7032 -0.10 0.13 0.13
C -1.8623 3.2340 -0.5215 -0.04 0.01 -0.11
C -1.1596 3.3325 0.8010 -0.04 0.15 0.09
C -0.8919 4.5862 1.3456 0.00 -0.06 0.03
C -0.2289 4.6738 2.5558 0.00 -0.01 -0.03
C 0.1879 3.5096 3.1702 -0.04 -0.07 -0.05
C -0.0782 2.2845 2.5603 0.03 0.14 0.08
C 0.5340 1.0273 3.0893 0.18 -0.05 -0.01
C 1.8122 0.6943 2.2188 -0.04 0.05 0.31
O 1.4640 0.6113 0.9048 -0.18 -0.01 -0.24
C 2.7837 1.8495 2.5111 0.09 -0.03 -0.05
C 3.0349 2.8043 1.5400 -0.07 -0.08 0.04
C 3.8257 3.9111 1.8141 -0.01 0.04 -0.06
C 4.3882 4.0719 3.0686 0.09 0.10 0.02
C 4.1569 3.1127 4.0457 0.02 -0.01 0.10
C 3.3616 2.0145 3.7684 -0.02 -0.04 -0.03
C 2.4512 -0.6398 2.6346 -0.05 -0.07 0.04
C 3.8068 -0.8453 2.3890 -0.01 0.02 -0.08
C 4.3849 -2.0920 2.5532 0.09 0.00 -0.03
C 3.6183 -3.1656 2.9774 -0.01 -0.09 0.03
C 2.2719 -2.9733 3.2376 0.01 -0.05 0.00
C 1.6914 -1.7241 3.0671 0.01 0.11 0.03
N -0.7860 2.2049 1.4207 0.12 0.02 -0.03
C -1.6589 2.9338 -3.0455 -0.03 -0.01 0.02
C -1.0265 3.3675 -4.2064 0.04 -0.02 0.01
C -1.6695 3.3222 -5.4340 0.03 0.02 -0.09
C -2.9636 2.8392 -5.5254 -0.05 0.01 -0.09
C -3.5977 2.3861 -4.3792 -0.04 -0.02 0.00
C -2.9515 2.4266 -3.1550 0.06 0.00 0.04
C 0.2351 3.8963 -1.7177 0.03 -0.01 -0.02
C 1.5461 3.4835 -1.5465 -0.10 -0.02 0.00
C 2.5890 4.4001 -1.5791 0.06 -0.01 0.01
C 2.3314 5.7457 -1.7719 0.09 0.06 0.01
C 1.0191 6.1706 -1.9328 -0.02 0.09 -0.02
C -0.0146 5.2530 -1.9101 -0.07 -0.02 0.00
H -2.3690 4.1806 -0.7275 0.01 -0.01 0.00
H -2.6184 2.4536 -0.4655 -0.03 0.01 -0.02
H -1.1994 5.4732 0.8105 -0.02 0.04 -0.02
H -0.0125 5.6391 2.9984 -0.01 0.00 0.00
H 0.7581 3.5314 4.0889 0.01 -0.01 0.01
H 0.8336 1.1440 4.1339 -0.15 0.03 -0.01
H -0.1709 0.2031 3.0102 -0.01 0.00 0.04
H 2.5668 2.6625 0.5802 -0.02 -0.02 -0.06
H 3.9857 4.6571 1.0459 0.01 0.04 -0.04
H 5.0048 4.9357 3.2875 0.01 0.01 0.00
H 4.5998 3.2224 5.0280 0.02 0.01 0.04
H 3.1920 1.2670 4.5340 -0.01 -0.04 0.04
H 4.4111 -0.0240 2.0249 0.01 0.03 -0.01
H 5.4314 -2.2349 2.3167 0.04 -0.01 -0.01
H 4.0623 -4.1480 3.0703 0.01 -0.03 0.00
H 1.6493 -3.8036 3.5452 -0.02 -0.03 0.02
H 0.6269 -1.6314 3.2231 -0.05 0.01 0.02
H -0.0100 3.7342 -4.1597 0.04 0.03 0.00
H -1.1489 3.6579 -6.3234 0.00 0.00 -0.01
H -3.4673 2.7977 -6.4843 0.00 -0.01 0.00
H -4.5950 1.9705 -4.4368 -0.04 -0.02 0.00
H -3.4492 2.0162 -2.2901 -0.04 -0.01 0.06
H 1.7249 2.4335 -1.3632 0.01 -0.10 0.00
H 3.6060 4.0561 -1.4394 0.06 -0.02 0.01
H 3.1432 6.4627 -1.7907 0.02 0.01 -0.01
H 0.8043 7.2211 -2.0851 -0.01 0.04 0.00
H -1.0325 5.5899 -2.0670 -0.04 0.01 0.00
C -5.0718 -7.7312 2.3271 -0.02 -0.02 0.03
C -4.6089 -6.4605 1.6719 0.02 0.02 0.00
C -3.2727 -6.0920 1.6918 -0.01 0.04 -0.02
C -2.8463 -4.9180 1.0840 -0.05 -0.01 0.00
C -3.7739 -4.1156 0.4482 0.20 -0.03 -0.12
C -5.1158 -4.4683 0.4091 -0.01 0.04 -0.02
C -5.5265 -5.6334 1.0237 -0.04 -0.03 0.00
S -3.2727 -2.6094 -0.3411 -0.35 0.13 0.37
O -1.8110 -2.6014 -0.3222 -0.10 -0.13 -0.08
O -3.9022 -2.5310 -1.6291 -0.01 -0.02 -0.07
N -3.8714 -1.4491 0.5977 -0.04 -0.57 -0.27
C -3.7040 -1.6083 2.0370 -0.01 -0.04 0.21
C -2.2980 -1.9343 2.5924 -0.32 -0.30 -0.02
O -2.2053 -2.8055 3.4535 0.01 0.06 0.15
O -1.3370 -1.2550 2.1079 0.09 0.39 -0.10
H -4.2638 -8.1963 2.8881 0.03 -0.03 0.03
H -5.4226 -8.4495 1.5843 -0.02 -0.03 -0.03
H -5.8973 -7.5401 3.0147 -0.02 0.00 0.02
H -2.5477 -6.7211 2.1905 0.04 -0.03 0.02
H -1.8078 -4.6268 1.1022 0.08 0.02 0.00
H -5.8148 -3.8241 -0.1040 -0.07 0.05 -0.04
H -6.5737 -5.9142 1.0001 -0.03 0.00 0.00
H -4.3977 -2.3740 2.4001 0.10 0.10 0.06
H -4.0091 -0.6489 2.4719 0.03 -0.06 0.05
O -4.1191 0.6086 -0.6552 0.36 -0.24 0.66
C -3.2823 0.1027 0.0136 -1.17 0.70 -0.88
S -1.2685 -1.1477 -3.1939 -0.13 -0.12 -0.05
C 0.4010 -1.0875 -3.4067 -0.02 0.15 -0.06
N 1.0859 0.0584 -3.2608 -0.54 0.46 0.33
C 2.5209 0.0726 -3.0515 0.14 0.01 -0.04
C 3.1553 -0.9835 -3.9446 0.02 0.01 0.04
C 2.5208 -2.3307 -3.6392 0.16 -0.05 0.06
N 1.0794 -2.2084 -3.7561 -0.04 0.03 0.03
H 0.5142 0.8400 -2.8463 0.38 -0.68 -0.15
H 2.7506 -0.1224 -1.9965 0.05 0.00 -0.01
H 2.8900 1.0719 -3.2965 -0.01 -0.06 0.00
H 4.2345 -1.0295 -3.7879 -0.04 -0.01 0.04
H 2.9663 -0.7246 -4.9898 0.04 0.02 -0.02
H 2.7994 -2.6548 -2.6279 0.02 0.04 -0.18
H 2.8610 -3.0983 -4.3405 0.00 0.08 0.04
H 0.5220 -3.0435 -3.6659 -0.01 0.04 0.01
N 1.0929 -1.9768 -0.5728 0.53 -1.00 -0.11
C 1.5499 -3.0414 -0.4819 -0.37 0.89 0.00
C 2.1001 -4.3091 -0.4189 0.02 0.04 0.02
C 1.2758 -5.4404 -0.4649 -0.35 -0.43 -0.07
N 0.6144 -6.3868 -0.5143 -0.02 -0.05 0.04
C 3.4879 -4.4683 -0.3296 0.54 -0.07 0.04
N 4.6331 -4.6208 -0.2790 0.05 0.01 0.00